[1]
66
Properties=species:S:1:pos:R:3:lowdin_charge:R:1 method="wB97M-V/def2-TZVPD" fmax_ev_per_a=3.41 spin_multiplicity=1 lumo_ev=2.44 energy_ev=-48156.501 orbital_gap_ev=6.94 homo_ev=-4.5 total_charge=-1
C 4.831 -0.566 -0.964 -0.08
C 4.529 -2.110 -0.931 -0.32
O 3.681 -2.546 -1.998 -0.25
P 2.069 -2.607 -1.486 0.67
O 1.905 -1.460 -0.496 -0.32
C 1.710 -4.244 -0.689 -0.23
C 0.184 -4.580 -0.485 -0.33
C -0.622 -3.575 0.403 -0.31
Al -2.622 -3.432 -0.106 0.32
C -3.322 -1.749 0.902 -0.39
F -4.297 -2.115 1.888 -0.17
C -3.839 -0.610 -0.036 -0.28
C -4.848 -1.086 -1.152 -0.14
O 1.190 -2.346 -2.880 -0.23
C -0.182 -2.003 -2.583 -0.30
C -0.745 -1.336 -3.892 -0.07
H 4.456 -0.070 -1.878 0.08
H 4.265 -0.127 -0.114 0.05
H 5.900 -0.334 -0.773 0.07
H 4.198 -2.445 0.075 0.10
H 5.515 -2.613 -1.102 0.11
H 2.119 -5.025 -1.386 0.09
H 2.272 -4.352 0.260 0.09
H -0.297 -4.790 -1.472 0.08
H 0.161 -5.561 0.051 0.10
H -0.230 -2.535 0.394 0.03
H -0.616 -3.925 1.468 0.04
H -2.847 -3.174 -1.665 -0.07
H -3.476 -4.694 0.435 -0.11
H -2.452 -1.310 1.465 0.08
H -4.396 0.120 0.604 0.07
H -3.019 -0.048 -0.537 0.10
H -5.636 -0.306 -1.273 0.06
H -4.334 -1.202 -2.127 0.04
H -5.309 -2.032 -0.801 0.06
H -0.314 -1.370 -1.685 0.11
H -0.762 -2.938 -2.454 0.05
H -1.815 -1.071 -3.795 0.07
H -0.115 -0.476 -4.194 0.07
H -0.638 -2.120 -4.680 0.08
C -3.463 4.110 1.509 -0.18
C -4.830 4.307 2.140 -0.18
C -5.745 3.674 1.106 -0.21
O -4.997 2.630 0.478 -0.15
C -3.616 2.751 0.848 -0.21
H -2.640 4.144 2.224 0.11
H -3.290 4.879 0.751 0.11
H -4.888 3.753 3.081 0.11
H -5.075 5.350 2.343 0.11
H -6.032 4.397 0.333 0.11
H -6.653 3.258 1.546 0.12
H -3.381 1.942 1.546 0.12
H -2.988 2.640 -0.036 0.12
C 4.996 3.106 2.745 -0.18
C 5.185 4.203 1.713 -0.18
C 5.561 3.406 0.476 -0.20
O 4.903 2.140 0.584 -0.16
C 4.381 1.996 1.911 -0.20
H 4.371 3.399 3.589 0.11
H 5.968 2.790 3.133 0.11
H 4.238 4.725 1.548 0.11
H 5.937 4.942 1.989 0.11
H 6.641 3.224 0.434 0.12
H 5.256 3.898 -0.450 0.12
H 3.292 2.095 1.858 0.12
H 4.620 1.001 2.292 0.12

=====

[2]
69
Properties=species:S:1:pos:R:3:lowdin_charge:R:1 method="wB97M-V/def2-TZVPD" fmax_ev_per_a=0.53 spin_multiplicity=1 lumo_ev=-8.31 energy_ev=-118488.159 orbital_gap_ev=8.70 homo_ev=-17.0 total_charge=+3
Bi -0.287 -0.292 0.353 1.82
N -1.987 -2.229 0.645 -0.09
C -3.197 -1.965 -0.157 -0.21
C -2.829 -1.272 -1.465 -0.17
N -2.172 0.051 -1.292 -0.27
C -3.123 1.069 -0.796 -0.16
C -2.380 2.175 -0.072 -0.18
N -1.652 1.564 1.068 -0.06
C -1.583 0.504 -2.582 -0.16
C -0.197 -0.070 -2.837 -0.21
N 0.709 0.425 -1.782 -0.11
H -1.423 -2.953 0.198 0.05
H -2.240 -2.564 1.570 0.11
H -3.883 -1.359 0.434 0.11
H -3.730 -2.885 -0.409 0.14
H -3.734 -1.159 -2.071 0.15
H -2.136 -1.915 -2.011 0.11
H -3.825 0.601 -0.105 0.12
H -3.715 1.477 -1.620 0.15
H -3.089 2.931 0.269 0.15
H -1.633 2.652 -0.706 0.08
H -2.320 1.216 1.755 0.11
H -1.070 2.258 1.525 0.09
H -1.482 1.590 -2.547 0.12
H -2.254 0.252 -3.408 0.15
H 0.129 0.233 -3.833 0.14
H -0.201 -1.162 -2.808 0.09
H 0.722 1.475 -1.737 0.03
H 1.658 0.085 -1.920 0.11
C 0.278 -6.024 -3.795 -0.02
C 0.683 -5.260 -2.574 -0.22
C 1.720 -5.688 -1.747 0.03
C 2.100 -4.931 -0.647 -0.06
C 1.397 -3.769 -0.428 -0.70
Br 1.895 -2.638 1.054 0.75
N 0.395 -3.322 -1.160 -0.02
C 0.053 -4.071 -2.218 -0.09
H 0.661 -7.041 -3.764 0.09
H 0.683 -5.543 -4.688 0.10
H -0.805 -6.060 -3.907 0.09
H 2.239 -6.613 -1.962 0.14
H 2.902 -5.244 0.006 0.12
H -0.774 -3.697 -2.815 0.12
N 1.462 1.343 1.047 -0.09
C 1.872 1.165 2.465 -0.21
C 0.675 0.942 3.380 -0.22
N -0.106 -0.233 2.919 -0.10
H 2.272 1.181 0.454 0.10
H 1.164 2.294 0.826 0.07
H 2.441 2.022 2.825 0.14
H 2.517 0.286 2.512 0.12
H 0.024 1.819 3.391 0.11
H 1.043 0.803 4.397 0.14
H -0.965 -0.316 3.457 0.10
H 0.428 -1.080 3.110 0.06
O 0.532 3.126 -1.236 -0.65
S 1.324 4.343 -1.760 1.03
C 1.570 4.054 -3.548 -0.30
C 0.313 4.559 -4.240 -0.22
C 0.004 5.893 -3.565 -0.21
C 0.059 5.637 -2.061 -0.29
H 1.802 3.002 -3.703 0.09
H 2.441 4.653 -3.821 0.11
H -0.513 3.857 -4.100 0.11
H 0.477 4.682 -5.309 0.13
H -0.972 6.278 -3.856 0.13
H 0.752 6.632 -3.853 0.13
H -0.872 5.223 -1.673 0.09
H 0.334 6.515 -1.480 0.10

=====

[3]
65
Properties=species:S:1:pos:R:3:mulliken_spin:R:1 method="wB97M-V/def2-TZVPD" fmax_ev_per_a=2.00 spin_multiplicity=5 s_squared=6.02 lumo_ev="-6.15 / -10.81" energy_ev=-269634.428 orbital_gap_ev="8.29 / 3.63" homo_ev="-14.4 / -14.4" total_charge=+2
Co 8.526 7.844 7.074 2.90
C 12.032 8.279 6.496 0.00
Se 10.699 6.871 6.613 0.11
C 10.995 6.012 8.411 0.03
C 10.774 6.920 9.539 -0.02
Se 8.937 7.717 9.745 0.61
C 7.882 6.022 9.858 -0.01
H 13.027 7.767 6.491 0.01
H 11.873 8.940 7.336 0.00
H 11.935 8.786 5.534 0.00
H 12.034 5.673 8.320 0.00
H 10.262 5.205 8.358 0.00
H 11.426 7.784 9.557 -0.01
H 10.867 6.462 10.524 0.01
H 8.283 5.434 10.664 0.02
H 7.971 5.494 8.921 0.01
H 6.859 6.235 10.072 0.00
C 6.015 12.855 6.876 0.00
C 7.139 13.178 5.846 0.00
C 6.857 14.624 5.363 0.00
C 7.052 12.186 4.628 0.00
Si 8.866 12.940 6.639 0.01
Br 9.226 10.537 6.315 0.05
C 10.415 13.559 5.685 0.00
C 10.687 15.064 5.876 0.00
C 10.232 13.344 4.150 0.00
C 11.734 12.810 6.194 0.00
C 8.921 13.167 8.530 0.00
C 8.215 14.515 8.926 0.00
C 8.123 11.967 9.206 0.01
C 10.357 13.242 9.054 0.00
H 5.064 12.855 6.294 0.00
H 5.929 13.661 7.600 0.00
H 6.095 11.886 7.395 0.00
H 5.816 14.732 5.014 0.00
H 7.509 14.987 4.535 0.00
H 6.941 15.311 6.191 0.00
H 6.047 12.325 4.225 0.00
H 7.141 11.135 4.905 0.00
H 7.757 12.469 3.836 0.00
H 9.833 15.709 5.614 0.00
H 11.494 15.405 5.263 0.00
H 10.960 15.320 6.877 0.00
H 9.613 14.140 3.694 0.00
H 9.884 12.325 3.862 0.00
H 11.224 13.470 3.699 0.00
H 12.074 13.162 7.178 0.00
H 12.548 13.058 5.493 0.00
H 11.653 11.716 6.234 0.00
H 7.102 14.476 8.859 0.00
H 8.531 15.409 8.324 0.00
H 8.475 14.722 9.979 0.00
H 7.053 12.025 9.129 0.00
H 8.396 11.955 10.246 0.00
H 8.420 10.999 8.819 -0.01
H 10.878 14.126 8.688 0.00
H 10.997 12.382 8.806 0.00
H 10.289 13.376 10.138 0.00
C 5.000 6.731 6.285 0.00
C 6.357 7.128 6.681 -0.01
O 7.376 6.371 6.429 0.16
O 6.620 8.244 7.261 0.12
H 4.908 5.719 5.873 0.00
H 4.643 7.457 5.496 0.00
H 4.353 6.854 7.178 0.00